*i*
The ion C3H8N3 with charge +1, computed with ωB97M-V/def2-TZVPD.

Summary:
- SMILES = C1NC[N@@H+]2CN12
- Kohn-Sham gap (eV) = 12.4
- HOMO (Ha) = -0.5715
- charge = +1

Last column: Mulliken charge in e.
Positions of all 14 atoms, in Å:
N1 -0.78499 0.60022 -0.50582  0.0304
N2 -0.86174 -0.82732 -0.51122  -0.2084
N3 1.28853 -0.19959 0.23915  -0.3233
C1 0.52654 -1.32049 -0.33161  -0.3356
C2 0.84192 0.95859 -0.34775  -0.2953
C3 -1.47527 -0.09818 0.54333  -0.1392
H1 1.02898 -0.11256 1.18177  0.3289
H2 1.22674 1.20901 -1.34358  0.2869
H3 -1.22764 1.21969 -1.13551  0.2519
H4 0.57833 -2.11385 0.38868  0.3464
H5 0.78268 1.92060 0.22713  0.3141
H6 -0.87827 -0.12312 1.48228  0.1939
H7 0.87927 -1.80266 -1.29040  0.2535
H8 -2.61273 -0.12082 0.58217  0.2959

*ii*
The ion C3H8N3 with charge +1, computed with ωB97M-V/def2-TZVPD.

Summary:
- SMILES = [NH3+]N1CC=NC1
- Kohn-Sham gap (eV) = 10.3
- HOMO (Ha) = -0.5263
- charge = +1

Last column: Mulliken charge in e.
Positions of all 14 atoms, in Å:
N1 -0.23610 -0.26356 -0.42190  -0.1174
N2 -1.58958 0.07573 0.18592  -0.3541
N3 1.82547 0.97027 -0.32303  -0.4217
C1 0.48418 1.08211 -0.76420  -0.3691
C2 0.88568 -0.96941 0.41959  -0.4575
C3 1.99137 -0.01804 0.40458  0.0800
H1 0.68830 -1.28798 1.39891  0.3769
H2 2.84126 -0.29080 1.07398  0.3434
H3 0.59977 1.22584 -1.85056  0.2692
H4 -1.61472 -0.30378 1.19699  0.3929
H5 -2.38257 -0.37005 -0.23664  0.3444
H6 1.09468 -1.85546 -0.16684  0.2520
H7 -1.89498 1.11352 0.14722  0.3889
H8 -0.20125 1.93715 -0.51446  0.2722

*iii*
A cluster of 2 separate species, C3H8N3 in total, computed with ωB97M-V/def2-TZVPD.

Summary:
- Kohn-Sham gap (alpha / beta) (eV) = 10.9 / 4.6
- HOMO (alpha / beta) (Ha) = -0.5679 / -0.4153
- charge = +1

Last column: Mulliken charge in e.
Positions of all 14 atoms, in Å:
N1 0.75747 -0.18021 -0.74876  -0.0766
N2 -1.52272 -1.08998 2.94738  -0.1045
N3 -0.68003 -0.43553 2.54963  -0.0854
C1 -0.92417 1.39507 -0.24887  -0.9459
C2 -0.35228 0.06233 -0.19692  0.3216
C3 1.46421 -1.30519 -0.17798  -0.7174
H1 -1.69488 -2.08550 3.28452  0.2901
H2 -1.38163 1.60431 -1.30501  0.3619
H3 1.79177 -0.87394 0.81650  0.3520
H4 -0.10510 2.11022 -0.13216  0.3507
H5 0.80189 -2.09414 0.13681  0.2916
H6 1.09524 0.51777 -1.43246  0.3180
H7 -1.67232 1.55929 0.54216  0.3110
H8 2.33222 -1.59618 -0.70423  0.3328

*iv*
The ion C3H8N3 with charge +1, computed with ωB97M-V/def2-TZVPD.

Summary:
- SMILES = [H]/N=C/[C@H](N)C=[NH2+]
- Kohn-Sham gap (eV) = 9.2
- HOMO (Ha) = -0.5303
- charge = +1

Last column: Mulliken charge in e.
Positions of all 14 atoms, in Å:
N1 -0.05428 -1.59232 -0.05636  -0.8001
N2 -1.91080 0.45594 -0.70885  -0.3677
N3 2.02794 0.23417 -0.59847  -0.4028
C1 1.29927 0.58900 0.29379  -0.2502
C2 -0.97906 0.54009 0.29483  -0.1504
C3 -0.00730 -0.36041 0.62611  0.1998
H1 0.83680 -2.03963 0.10484  0.3213
H2 -2.69063 1.10726 -0.58960  0.3118
H3 2.95071 0.64274 -0.75192  0.3017
H4 1.33964 1.25027 1.13131  0.3942
H5 -2.11624 -0.58206 -1.06940  0.3502
H6 0.15685 -1.30320 -1.01358  0.3146
H7 -0.99019 1.51687 0.66728  0.3901
H8 0.13729 -0.45872 1.67000  0.3875

Which one sits at the bottom of the stability order? *iii* does.